1.
The following is a quantum chemistry calculation of a structure of composition C25H13BrCl2F5N3O7ReS3, from OMol25.

For the calculated total energy, the calculation gives -188253.5981 eV. The calculation puts the orbital gap (alpha / beta) at 5.559 / 6.147 eV. The calculation puts the relative energy (zero: lowest compared OMol25 entry of this formula, charge and spin) at 259.4 kJ/mol.

```
! wB97M-V def2-TZVPD RIJCOSX def2/J DEFGRID3
* xyz -2 2
Re 0.45 1.17 -0.96
S -1.84 -1.88 0.59
C -1.77 -0.88 1.97
C -2.76 -1.01 3.00
C -2.70 -0.33 4.19
C -3.74 -0.58 5.19
N -4.56 -0.79 5.98
C -1.64 0.56 4.46
C -0.70 0.75 3.47
C -0.74 0.09 2.24
S 0.64 0.41 1.19
C -1.52 1.23 5.74
N -1.42 1.76 6.76
H -3.58 -1.69 2.82
H 0.11 1.46 3.65
Br -3.10 -4.82 -2.63
C -3.18 -3.04 -3.29
C -3.87 -2.79 -4.46
N -3.96 -1.56 -4.99
C -3.36 -0.56 -4.33
C -2.64 -0.75 -3.15
C -2.54 -2.02 -2.62
C -2.00 0.43 -2.49
O -2.43 1.54 -2.67
O -1.01 0.04 -1.68
H -4.36 -3.60 -4.99
H -3.44 0.44 -4.74
H -1.99 -2.17 -1.69
C 4.20 -2.75 3.74
C 4.01 -1.95 2.47
C 4.46 -0.63 2.37
C 4.23 0.12 1.23
C 3.57 -0.47 0.16
C 3.13 -1.79 0.22
C 3.36 -2.52 1.37
S 3.13 0.53 -1.22
O 2.01 -0.18 -1.91
O 4.32 0.74 -1.97
O 2.52 1.79 -0.65
H 4.67 -2.14 4.52
H 4.83 -3.63 3.57
H 3.24 -3.10 4.12
H 4.96 -0.17 3.22
H 4.54 1.16 1.17
H 2.57 -2.21 -0.60
H 2.99 -3.54 1.44
Cl 2.77 2.27 -5.66
C 1.17 2.78 -5.03
Cl -0.12 1.79 -5.76
C 1.23 2.81 -3.48
O 1.94 3.67 -3.00
O 0.48 1.92 -2.88
H 1.02 3.79 -5.37
F 0.01 3.47 0.75
C -0.73 2.81 -0.25
F -0.85 3.76 -1.24
C -2.17 2.61 0.37
F -2.16 2.91 1.69
F -3.06 3.43 -0.21
F -2.61 1.35 0.26
*
```

2.
The following is a quantum chemistry calculation of a structure of composition C25H13F10N4PdSe, from OMol25.

For the calculated total energy, the calculation gives -128084.6996 eV. The calculation puts the orbital gap (alpha / beta) at 5.248 / 5.074 eV.

```
! wB97M-V def2-TZVPD RIJCOSX def2/J DEFGRID3
* xyz 1 1
Pd -0.03 -1.62 -1.09
C 1.15 3.07 2.14
C 0.77 1.62 2.55
C 0.87 0.59 1.49
C 1.16 0.89 0.19
C 1.36 2.29 -0.21
C 1.36 3.28 0.68
N 1.29 -0.11 -0.74
C 2.24 -0.08 -1.73
C 3.41 0.69 -1.70
C 4.37 0.53 -2.68
C 4.19 -0.37 -3.73
C 3.04 -1.13 -3.81
C 2.08 -1.02 -2.80
N 0.95 -1.77 -2.72
N 0.57 -2.65 -3.60
C -0.50 -3.37 -3.24
C -1.07 -4.31 -4.12
C -2.18 -5.00 -3.73
C -2.73 -4.77 -2.46
C -2.12 -3.85 -1.63
N -1.04 -3.16 -1.99
H 1.96 3.51 2.71
H 1.29 1.27 3.44
H 0.80 -0.45 1.79
H 1.49 2.49 -1.26
H 1.50 4.31 0.37
H 3.59 1.37 -0.88
H 5.28 1.11 -2.62
H 4.96 -0.48 -4.48
H 2.88 -1.84 -4.61
H -0.61 -4.44 -5.09
H -2.64 -5.72 -4.39
H -3.60 -5.30 -2.12
H -2.49 -3.68 -0.63
F -0.88 4.96 6.01
C -0.85 4.13 4.98
C -1.39 2.80 5.19
F -1.96 2.55 6.35
C -1.22 1.84 4.25
F -1.61 0.58 4.46
C -0.67 2.12 2.91
Se -2.15 1.50 1.66
C -0.25 3.57 2.62
F -1.00 4.13 1.61
C -0.28 4.48 3.81
F 0.29 5.68 3.63
F -1.24 -1.53 0.78
C -2.42 -0.80 0.52
F -2.42 -0.74 -0.87
C -3.61 -1.60 1.05
F -3.22 -2.80 1.52
F -4.18 -0.95 2.07
F -4.54 -1.82 0.13
*
```

3.
The following is a quantum chemistry calculation of a structure of composition C25H14BrCl2N4O4Re, from OMol25.

For the calculated total energy, the calculation gives -137516.5645 eV. The calculation puts the orbital gap (alpha / beta) at 6.788 / 6.096 eV.

```
! wB97M-V def2-TZVPD RIJCOSX def2/J DEFGRID3
* xyz 1 4
Re -0.87 0.16 0.10
Cl 4.55 3.94 -1.67
C 2.92 3.42 -1.45
C 2.69 2.36 -0.58
C 1.39 1.92 -0.40
N 0.97 0.86 0.45
C 1.74 0.38 1.49
O 2.89 0.64 1.74
C 0.93 -0.55 2.36
C 1.46 -1.14 3.49
C 0.65 -1.97 4.24
C -0.66 -2.19 3.83
C -1.12 -1.57 2.69
N -0.33 -0.75 1.98
C 0.33 2.53 -1.08
C 0.57 3.59 -1.94
C 1.87 4.03 -2.12
Cl 2.14 5.34 -3.20
N -0.93 1.92 -0.81
C -2.14 2.44 -1.23
O -2.32 3.50 -1.78
C -3.28 1.50 -0.98
C -4.57 1.80 -1.32
C -5.55 0.84 -1.10
C -5.20 -0.39 -0.56
C -3.88 -0.63 -0.25
N -2.94 0.31 -0.44
H 3.52 1.90 -0.06
H 2.49 -0.93 3.74
H 1.03 -2.45 5.13
H -1.32 -2.84 4.39
H -2.13 -1.73 2.32
H -0.24 4.07 -2.47
H -4.78 2.77 -1.75
H -6.58 1.05 -1.36
H -5.93 -1.16 -0.40
H -3.53 -1.58 0.13
Br 0.25 -0.63 -2.79
C 1.48 -1.53 -1.65
C 2.82 -1.26 -1.85
C 3.77 -1.90 -1.05
C 3.37 -2.82 -0.09
C 2.02 -3.09 0.08
C 1.05 -2.44 -0.67
C -0.37 -2.75 -0.32
O -0.74 -3.85 -0.02
O -1.24 -1.71 -0.30
H 3.13 -0.56 -2.61
H 4.82 -1.69 -1.20
H 4.11 -3.33 0.52
H 1.69 -3.82 0.81
*
```